Molecular formula: C35H32I2O21P
Method: DFT, ωB97M-V/def2-TZVPD

CARTESIAN COORDINATES (ANGSTROEM)
1 C 0.24228 -1.89143 2.92464
2 C 0.83157 -1.88152 4.36072
3 O 2.01763 -2.72119 4.39535
4 P 3.42797 -1.87521 4.42279
5 C 3.52624 -0.40621 3.31359
6 I 5.67656 -0.14641 2.93232
7 C 2.98238 0.96590 3.84708
8 C 1.63443 1.39508 3.15214
9 I 2.80791 1.15993 5.99147
10 H -0.03926 -2.90802 2.61079
11 H -0.62412 -1.21015 2.89908
12 H 1.00749 -1.48615 2.23368
13 H 0.96532 -0.87434 4.78754
14 H 0.08808 -2.38687 5.00580
15 H 3.79016 -1.62452 5.77139
16 H 4.40628 -2.79583 3.94802
17 H 3.09053 -0.61867 2.32363
18 H 3.70670 1.73619 3.53202
19 H 0.82086 0.67301 3.31542
20 H 1.33583 2.35275 3.59560
21 H 1.82430 1.46969 2.06489
22 C -4.43562 0.12235 -0.99351
23 C -3.91412 0.47955 0.18160
24 C -2.48805 0.20463 0.52080
25 O -2.04771 0.56544 1.59952
26 C -1.67123 -0.49903 -0.46543
27 C -2.19315 -0.86044 -1.64002
28 C -3.61314 -0.56133 -1.99165
29 O -4.03473 -0.89370 -3.07903
30 O -1.46640 -1.50828 -2.56020
31 O -4.65232 1.10529 1.11738
32 H -5.46771 0.32066 -1.24843
33 H -0.64351 -0.70847 -0.20277
34 H -2.06828 -1.65085 -3.31364
35 H -4.05216 1.25490 1.86659
36 C -9.92139 4.07550 -0.30248
37 C -9.06412 3.46170 -1.12183
38 C -7.65726 3.17901 -0.71198
39 O -6.91323 2.60232 -1.48285
40 C -7.22558 3.61831 0.61315
41 C -8.08025 4.23537 1.43165
42 C -9.49514 4.49497 1.03310
43 O -10.23986 5.04346 1.81990
44 O -7.71300 4.65273 2.65370
45 O -9.42330 3.06718 -2.35434
46 H -10.94328 4.28398 -0.58679
47 H -6.19923 3.42230 0.88996
48 H -8.50883 5.06105 3.03700
49 H -8.63069 2.65364 -2.73609
50 C 1.26131 -2.36004 -4.47442
51 C 2.13553 -1.41400 -4.13406
52 C 3.46114 -1.29933 -4.80595
53 O 4.21871 -0.40781 -4.47044
54 C 3.79482 -2.27664 -5.84123
55 C 2.92039 -3.22836 -6.18155
56 C 1.58367 -3.32608 -5.52673
57 O 0.80755 -4.19373 -5.87438
58 O 3.20809 -4.13523 -7.12645
59 O 1.87250 -0.51185 -3.16835
60 H 0.29729 -2.45272 -3.99628
61 H 4.76605 -2.19238 -6.30865
62 H 2.42149 -4.70426 -7.18862
63 H 2.66226 0.05399 -3.12780
64 C 4.78166 -7.26709 -1.52956
65 C 3.74843 -8.10963 -1.61310
66 C 2.46766 -7.71556 -2.27151
67 O 1.56300 -8.52130 -2.33871
68 C 2.35989 -6.35715 -2.80723
69 C 3.39241 -5.51681 -2.72002
70 C 4.68078 -5.91906 -2.08568
71 O 5.59585 -5.11861 -2.04664
72 O 3.32575 -4.26089 -3.20085
73 O 3.80863 -9.35157 -1.11110
74 H 5.71434 -7.54197 -1.05711
75 H 1.42200 -6.07601 -3.26766
76 H 4.19721 -3.86736 -3.01640
77 H 2.94246 -9.75165 -1.30230
78 C 1.03943 6.50865 2.79874
79 C 1.81904 5.58726 3.36459
80 C 3.25157 5.42696 2.98375
81 O 3.92011 4.57438 3.54434
82 C 3.78761 6.29908 1.94266
83 C 3.00946 7.22353 1.37141
84 C 1.58136 7.40046 1.77078
85 O 0.91852 8.26351 1.23668
86 O 3.47079 8.03627 0.41284
87 O 1.36064 4.74632 4.31197
88 H -0.00001 6.63316 3.06940
89 H 4.82269 6.16215 1.66264
90 H 2.72023 8.60670 0.17062
91 H 2.13182 4.20633 4.55105

Forces on atoms 1 to 3 (eV/Å):
0.764 0.610 0.551
-2.328 -0.710 -0.521
2.472 1.860 0.138

Calculated values
- Electronic energy: -3869.395466 Eh
- Total charge: +1
- Frontier orbital gap: 6.90 eV
- LUMO energy: -0.1506 Eh
- Multiplicity: 1
- Molar mass: 1073.40 g mol⁻¹

Mulliken population analysis, charges in e, atoms 1 to 2: C -0.671; C -0.151

Molecular formula: C50H80N10O5S5
Method: DFT, ωB97M-V/def2-TZVPD

CARTESIAN COORDINATES (ANGSTROEM)
1 C 1.66242 1.15739 4.28636
2 S 0.33900 0.32964 5.13786
3 O -0.81217 0.45906 4.21691
4 C 1.06504 -1.28862 5.01386
5 H 2.66635 0.62809 4.33696
6 H 1.70944 2.20652 4.68067
7 H 1.46641 1.04405 3.19619
8 H 0.36631 -2.00203 5.38593
9 H 1.96738 -1.25228 5.70411
10 H 1.37202 -1.52135 3.99218
11 C 0.22869 -1.74824 1.41959
12 S -1.19081 -0.69470 1.04738
13 O -0.52977 0.61170 0.62115
14 C -1.72302 -1.40201 -0.49216
15 H 0.88141 -0.97969 1.81522
16 H 0.58453 -2.20396 0.45829
17 H 0.02334 -2.61075 2.12566
18 H -2.14786 -2.45025 -0.35677
19 H -0.85745 -1.36420 -1.11723
20 H -2.47536 -0.67160 -0.90646
21 C -4.55340 -2.05133 4.77686
22 S -3.44202 -1.90892 3.41521
23 O -3.60011 -3.24364 2.70290
24 C -4.39294 -0.84719 2.42463
25 H -4.62527 -1.11237 5.32878
26 H -4.23476 -2.88762 5.38807
27 H -5.49275 -2.29111 4.35189
28 H -5.42827 -1.22219 2.29892
29 H -3.96581 -0.77979 1.42370
30 H -4.49093 0.14067 2.90447
31 C 3.24123 3.76652 -0.10606
32 S 2.20034 2.41374 0.46865
33 O 3.08696 1.73305 1.53107
34 C 1.07695 3.41217 1.39773
35 H 2.57172 4.61021 -0.29666
36 H 3.66955 3.48288 -1.10354
37 H 3.94018 4.05896 0.68456
38 H 0.33750 3.73775 0.66478
39 H 1.60811 4.27171 1.90300
40 H 0.59736 2.73283 2.06219
41 C 2.53326 4.93902 -5.52933
42 S 3.95762 4.91259 -4.48050
43 O 5.02509 5.64314 -5.21215
44 C 4.42189 3.23993 -4.53316
45 H 1.60317 5.14720 -4.94987
46 H 2.44188 4.06217 -6.12926
47 H 2.67494 5.86554 -6.15894
48 H 4.56890 2.99776 -5.58157
49 H 3.72947 2.59993 -4.13862
50 H 5.35832 3.13145 -3.96879
51 N -0.26274 -0.63906 -4.66498
52 C -1.49052 -1.00693 -4.14692
53 C -1.68081 -2.34828 -4.41442
54 C -0.53719 -2.77021 -5.16833
55 C 0.35278 -1.72104 -5.29834
56 H 0.14728 0.30839 -4.58902
57 H -2.10715 -0.33412 -3.50690
58 H -2.36596 -3.04618 -4.01426
59 H -0.38383 -3.77450 -5.54476
60 H 1.38435 -1.77154 -5.64203
61 N 4.45378 0.03862 -0.30935
62 C 5.21378 0.40919 -1.37848
63 C 5.55442 -0.70838 -2.08268
64 C 5.05776 -1.82172 -1.36570
65 C 4.34735 -1.33356 -0.27933
66 H 4.25286 0.63980 0.46104
67 H 5.49274 1.47994 -1.49338
68 H 6.16682 -0.70437 -2.98422
69 H 4.96228 -2.88146 -1.63954
70 H 3.71656 -1.80502 0.45935
71 N -2.37009 5.09696 -1.76468
72 C -1.34313 5.66166 -1.08228
73 C -0.50063 6.15481 -2.01546
74 C -1.03078 6.04502 -3.33139
75 C -2.20888 5.33604 -3.11292
76 H -3.23683 4.69410 -1.42010
77 H -1.39126 5.76879 -0.00826
78 H 0.47699 6.48607 -1.78718
79 H -0.56421 6.25652 -4.28754
80 H -3.04472 5.13241 -3.75818
81 N 2.38640 -4.35319 4.34951
82 C 3.27130 -3.65568 3.58089
83 C 4.27728 -3.19490 4.40630
84 C 3.96590 -3.61857 5.73031
85 C 2.75896 -4.25422 5.64734
86 H 1.68427 -4.92622 3.98001
87 H 3.24733 -3.65221 2.50299
88 H 5.15356 -2.72818 4.11426
89 H 4.45830 -3.41963 6.63454
90 H 2.13781 -4.71949 6.39236
91 N 0.47042 -3.41172 -2.26464
92 C -0.03102 -4.62011 -1.80036
93 C 1.00199 -5.30789 -1.16674
94 C 2.18431 -4.45653 -1.23511
95 C 1.82157 -3.31007 -1.92170
96 H -0.02005 -2.85658 -2.96482
97 H -1.02936 -4.90965 -2.01758
98 H 0.91710 -6.17932 -0.55792
99 H 3.17526 -4.63537 -0.87498
100 H 2.35392 -2.42331 -2.21804
101 N -1.35589 -5.16188 2.68212
102 C -1.00133 -5.87912 3.78980
103 C 0.19381 -6.54979 3.50541
104 C 0.56422 -6.16147 2.22651
105 C -0.40038 -5.33183 1.73357
106 H -2.19509 -4.59593 2.55832
107 H -1.59557 -5.99710 4.70462
108 H 0.70728 -7.22618 4.19509
109 H 1.45053 -6.42683 1.63327
110 H -0.31427 -4.81500 0.72433
111 N -5.16401 -3.98576 -1.59795
112 C -5.64072 -3.12694 -2.58044
113 C -5.85267 -1.88019 -2.03007
114 C -5.44202 -1.95481 -0.70347
115 C -5.09880 -3.29499 -0.44499
116 H -5.09792 -4.93940 -1.68157
117 H -5.90566 -3.42939 -3.58386
118 H -5.99263 -1.05713 -2.67051
119 H -5.39194 -1.12475 -0.01366
120 H -4.66498 -3.71777 0.43791
121 N 0.50932 1.23769 -1.89439
122 C 0.32247 2.16812 -2.88235
123 C 1.26287 1.93510 -3.90767
124 C 1.97596 0.82680 -3.47228
125 C 1.47849 0.40123 -2.24179
126 H -0.05363 1.13340 -1.05175
127 H -0.44413 2.92505 -2.77503
128 H 1.34701 2.55147 -4.81050
129 H 2.84143 0.38047 -3.98281
130 H 1.85058 -0.37849 -1.58787
131 N -0.64352 4.55019 3.73473
132 C -1.19706 5.28159 2.68805
133 C -0.51280 6.47441 2.56359
134 C 0.56802 6.39816 3.50515
135 C 0.41589 5.23740 4.18341
136 H -0.87082 3.58373 3.91839
137 H -2.04215 4.87905 2.08621
138 H -0.68725 7.23412 1.80959
139 H 1.38964 7.08788 3.69072
140 H 0.91504 4.80907 5.04606
141 N -5.05033 2.02188 -1.57075
142 C -3.80503 2.16471 -2.06013
143 C -2.88908 1.97838 -1.07257
144 C -3.61260 1.63528 0.14185
145 C -4.90615 1.69908 -0.25131
146 H -5.89553 1.92563 -2.12207
147 H -3.56196 2.49073 -3.08479
148 H -1.77915 2.03245 -1.20042
149 H -3.19642 1.55974 1.16283
150 H -5.79142 1.42098 0.30241

Forces on atoms 1 to 3 (eV/Å):
1.602 0.026 -0.545
0.714 0.081 0.571
-0.937 -0.082 -0.562

Calculated values
- Electronic energy: -4867.639216 Eh
- Frontier orbital gap: 8.10 eV
- LUMO energy: 0.0038 Eh
- Energy relative to the best compared isomer or geometry (same formula, charge and spin): 0.00 kJ/mol
- Multiplicity: 1
- Molar mass: 1061.59 g mol⁻¹

Mulliken population analysis, charges in e, atoms 1 to 2: C -0.012; S 0.172